Computed, not measured: 2 unconnected molecules or ions with the total composition CH5N2O2, with wB97M-V/def2-TZVPD.

## Properties
energy relative to the best compared isomer or geometry (same formula, charge and spin) = 6.382 eV
molecular weight = 77.06 g/mol
HOMO-LUMO gap = 7.51 eV
E_HOMO = -0.101 Eh
LUMO energy = 4.8 eV

The geometry in ORCA input format:
```
! wB97M-V def2-TZVPD RIJCOSX def2/J DEFGRID3
* xyz -1 1
O 1.062 -1.073 1.048
O -1.273 -0.346 -0.585
N -0.450 0.003 -1.553
N -1.004 0.365 0.690
C 0.502 0.861 -1.263
H 0.594 1.050 -0.265
H -1.905 0.166 1.270
H 0.135 -0.449 0.859
H 1.191 0.949 -2.122
H 1.148 -1.524 1.922
*
```

Results of the natural (NBO) charge analysis, in e, for atoms 1 through 5: -1.111 -0.274 -0.113 -0.772 -0.313